Record 1
Below is a structure of composition C8H10Br3F6NiO4, with properties calculated with ωB97M-V with the def2-TZVPD basis set.

Results
Total charge: -1
LUMO energy (spin up / spin down): 2.93 / 2.71 eV
Strongest force on any atom: 6.6 eV Å⁻¹
E: -284129.017 eV
Frontier orbital gap (spin up / spin down): 8.5 / 8.2 eV
Multiplicity: 3

The geometry in XYZ format:
```
32
Properties=species:S:1:pos:R:3:lowdin_charge:R:1
Ni 0.17721 -0.14103 -0.08027 -0.174
Br -0.98879 0.59419 1.90101 -0.105
Br 1.50651 -2.20098 0.28843 -0.115
Br 0.08015 1.54621 -1.95676 -0.137
C 2.63830 -0.04507 3.57315 -0.057
C 3.87700 0.01894 2.55835 -0.182
O 4.08323 1.25307 1.88111 0.023
C 3.21267 1.69997 0.95281 -0.286
O 2.17594 1.05744 0.65363 -0.027
C 3.47902 3.05357 0.38509 -0.553
F 3.31279 3.00167 -0.96594 0.137
F 2.71334 4.01799 0.88348 0.187
F 4.72475 3.41176 0.66138 0.166
H 2.69264 -0.83321 4.32413 0.069
H 1.72929 -0.14844 2.98061 -0.001
H 2.60318 0.85989 4.17972 0.069
H 3.75954 -0.79014 1.83745 0.077
H 4.71704 -0.18884 3.22112 0.109
C -4.32605 0.22987 -3.74176 -0.051
C -3.21033 -0.16600 -2.71390 -0.215
O -3.52756 -1.35790 -1.91964 -0.019
C -2.52641 -1.82148 -0.98094 -0.216
O -1.46433 -1.25367 -0.83477 -0.036
C -2.99948 -3.07544 -0.19954 -0.642
F -3.57107 -2.69324 0.90826 0.198
F -3.92649 -3.70918 -0.86980 0.187
F -2.02004 -3.86763 0.12054 0.207
H -4.04142 -0.18466 -4.70884 0.065
H -4.28933 1.31697 -3.81226 0.071
H -5.29734 -0.08199 -3.35779 0.071
H -3.08991 0.67879 -2.03572 0.097
H -2.20391 -0.18131 -3.13223 0.081
```


Record 2
Below is a cluster of 2 separate species, C9H14 in total, with properties calculated with ωB97M-V with the def2-TZVPD basis set.

Results
Total charge: +1
LUMO energy (spin up / spin down): -4.48 / -8.26 eV
Strongest force on any atom: 1.6 eV Å⁻¹
E: -9551.210 eV
Relative energy (zero: lowest compared OMol25 entry of this formula, charge and spin): 22.3 kJ/mol
Frontier orbital gap (spin up / spin down): 10.4 / 6.6 eV
Multiplicity: 2

The geometry in XYZ format:
```
23
Properties=species:S:1:pos:R:3:lowdin_charge:R:1
C -1.32854 -2.61734 0.24982 -0.166
C -2.49565 -1.77872 0.76542 -0.160
H -1.59284 -3.67235 0.23861 0.073
H -1.02994 -2.37458 -0.77993 0.048
H -0.43685 -2.46797 0.84981 0.057
H -2.94874 -2.29740 1.60923 0.074
H -3.24426 -1.60968 -0.00475 0.069
H -2.23292 -0.75821 1.05553 0.039
C 1.47318 -0.75532 -1.25986 0.004
C -0.20445 0.92058 -0.30340 0.025
C 1.13345 0.55929 -0.64854 -0.129
C -0.43855 2.07359 0.37963 0.006
C 0.61283 2.97027 0.69468 0.073
C 2.18789 1.49001 -0.33897 0.030
C 1.94480 2.63985 0.34387 -0.006
H -1.00599 0.22279 -0.47702 0.109
H -1.40159 2.19320 0.85087 0.132
H 0.62284 -1.05013 -1.87697 0.095
H 1.67382 -1.52321 -0.51730 0.118
H 0.43002 3.94921 1.11532 0.136
H 3.20552 1.19198 -0.53637 0.135
H 2.79007 3.28918 0.55344 0.134
H 2.28588 -0.59505 -1.96312 0.104
```


Record 3
Below is a structure of composition C33H25N5SV, with properties calculated with ωB97M-V with the def2-TZVPD basis set.

Results
Total charge: +1
LUMO energy (spin up / spin down): -3.13 / -3.26 eV
Strongest force on any atom: 3.8 eV Å⁻¹
E: -78594.059 eV
Relative energy (zero: lowest compared OMol25 entry of this formula, charge and spin): 88.7 kJ/mol
Frontier orbital gap (spin up / spin down): 6.8 / 7.6 eV
Multiplicity: 3

The geometry in XYZ format:
```
65
Properties=species:S:1:pos:R:3:lowdin_charge:R:1
V -0.49224 0.07522 0.07710 0.842
S 1.97821 -0.20648 3.66648 1.055
C 0.41911 -0.61204 4.24228 -0.399
C -0.52063 -0.66424 3.25457 -0.193
C 0.00388 -0.37440 1.96421 -0.256
C 1.35762 -0.10649 2.04956 -0.525
C 2.14111 -0.01717 0.83872 -0.258
C 3.52961 0.07566 0.75852 0.001
C 4.14213 0.01469 -0.47695 -0.028
C 3.36082 -0.17304 -1.61547 -0.039
C 1.99436 -0.25961 -1.47072 -0.085
N 1.38952 -0.14894 -0.28166 -0.034
H 0.28238 -0.79404 5.29725 0.072
H -1.54709 -0.93564 3.45635 0.100
H 4.09892 0.17246 1.67279 0.113
H 5.21760 0.08968 -0.56061 0.120
H 3.81120 -0.25352 -2.59360 0.113
H 1.34482 -0.44358 -2.31933 0.122
N -1.08327 -1.39190 -0.44143 -0.023
C -1.53766 -2.50964 -0.87874 -0.231
C -1.84547 -3.60459 0.06503 -0.171
C -2.89038 -4.49898 -0.17441 -0.032
C -3.19386 -5.47870 0.75675 -0.066
C -2.46493 -5.57500 1.93330 -0.070
C -1.42124 -4.69163 2.17569 -0.064
C -1.11163 -3.71241 1.24953 -0.021
C -1.75133 -2.69788 -2.33426 -0.174
C -2.12575 -1.60917 -3.12419 -0.042
C -2.27628 -1.74752 -4.49243 -0.074
C -2.05724 -2.98025 -5.09348 -0.072
C -1.70096 -4.07118 -4.31521 -0.063
C -1.54198 -3.93501 -2.94541 -0.027
H -3.48284 -4.41213 -1.07544 0.119
H -4.00259 -6.17003 0.56048 0.109
H -2.70555 -6.34126 2.65808 0.108
H -0.84180 -4.76884 3.08645 0.108
H -0.28806 -3.02846 1.41022 0.102
H -2.33853 -0.66889 -2.63086 0.093
H -2.57397 -0.89762 -5.09342 0.105
H -2.16048 -3.08763 -6.16482 0.109
H -1.54495 -5.03723 -4.77678 0.111
H -1.23416 -4.78226 -2.34768 0.121
C -1.86082 3.10665 -2.47706 -0.014
C -1.08849 2.03184 -2.09795 -0.097
N -0.68790 1.84902 -0.82708 -0.048
C -1.07615 2.73137 0.09502 -0.069
C -1.94338 3.78445 -0.17506 -0.184
C -2.30994 3.98819 -1.50002 0.027
C -2.45558 4.64429 0.90385 -0.027
C -3.08900 4.28788 2.03377 -0.009
C -3.66634 2.99753 2.47364 -0.255
C -4.43278 3.00802 3.63939 0.002
C -5.03377 1.82486 4.03192 -0.107
N -4.92491 0.70952 3.32314 0.092
C -4.20395 0.79234 2.21871 -0.204
N -3.55603 1.86009 1.76922 0.134
H -2.12790 3.24266 -3.51485 0.120
H -0.73739 1.31066 -2.82535 0.117
H -0.63595 2.63854 1.08186 0.139
H -2.96276 4.81088 -1.76186 0.133
H -2.31872 5.70626 0.73243 0.121
H -3.34114 5.09389 2.71208 0.110
H -4.54934 3.91604 4.21376 0.114
H -5.63036 1.76015 4.93424 0.117
H -4.12848 -0.11027 1.61418 0.113
```


Record 4
Below is an isolated molecule of C3H6O2, with properties calculated with ωB97M-V with the def2-TZVPD basis set.

Results
LUMO energy: 0.17 eV
Strongest force on any atom: 0.5 eV Å⁻¹
E: -7298.889 eV
Relative energy (zero: lowest compared OMol25 entry of this formula, charge and spin): 462.1 kJ/mol
Frontier orbital gap: 8.8 eV
Multiplicity: 1

The geometry in XYZ format:
```
11
Properties=species:S:1:pos:R:3:lowdin_charge:R:1
O -1.71528 -0.39526 -0.32592 -0.062
C -1.13479 0.87668 -0.23225 -0.298
C 0.34400 1.00611 -0.38593 0.026
C 1.33845 -0.73566 0.47031 -0.079
O 0.82447 -0.22055 -0.76705 -0.208
H -1.13115 -0.90893 -0.90479 0.084
H -1.53660 1.60526 -0.96214 0.129
H -1.35424 1.30408 0.75920 0.131
H 1.45789 0.10729 1.16425 0.085
H 0.60111 -1.43123 0.87943 0.097
H 2.30613 -1.20778 0.30490 0.095
```


Record 5
Below is a cluster of 2 separate species, C3H9NO2S in total, with properties calculated with ωB97M-V with the def2-TZVPD basis set.

Results
Total charge: -2
LUMO energy: 5.98 eV
Strongest force on any atom: 1.6 eV Å⁻¹
E: -19675.593 eV
Relative energy (zero: lowest compared OMol25 entry of this formula, charge and spin): 45.5 kJ/mol
Frontier orbital gap: 6.0 eV
Multiplicity: 1

The geometry in XYZ format:
```
16
Properties=species:S:1:pos:R:3:lowdin_charge:R:1
C 0.72522 -0.07197 0.21667 -0.354
C 1.72359 1.04925 0.55918 -0.767
S 3.48220 0.65777 0.08807 -0.073
N -0.55798 0.21998 0.86864 -0.082
C -1.72174 -0.56556 0.44227 -0.403
O -1.79482 -0.70267 -0.91238 -0.097
H 1.14325 -1.04217 0.52357 0.083
H 0.56878 -0.12165 -0.85723 0.092
H 1.39393 1.96461 0.07294 0.024
H 1.70012 1.17755 1.64398 0.013
H -0.44141 0.00126 1.83495 0.074
H -1.68471 -1.56209 0.95956 0.097
H -2.60238 -0.13840 0.93661 0.100
H -4.83882 -1.79317 -1.45701 -0.182
H -2.76973 -0.86786 -1.14167 0.013
O -4.42077 -0.96692 -1.23223 -0.537
```